The following is a DFT calculation (wB97M-V/def2-TZVPD) of 19 unconnected molecules or ions with the total composition C76H209N19O19 at a distorted geometry.

The geometry in XYZ format:
```
323
Properties=species:S:1:pos:R:3:forces:R:3
C -3.393287 -2.242926 2.121763 0.6 -0.1 0.2
C -2.594247 -3.381896 2.744343 -0.2 0.4 0.5
C -1.920137 -2.890256 4.099973 -0.1 1.7 -1.5
O -1.050017 -1.743746 3.794513 0.0 -1.0 -0.4
C -0.238127 -1.453086 4.908483 0.5 0.0 0.0
N -3.438017 -4.556386 3.050333 1.3 0.3 0.8
H -2.808347 -1.323176 2.120063 0.0 0.1 0.3
H -4.294597 -2.106656 2.719403 -0.3 0.1 -0.4
H -3.547407 -2.447686 1.062323 -0.6 -0.1 0.2
H -1.880577 -3.695416 1.982453 0.8 0.3 0.3
H -1.370037 -3.619926 4.694173 0.0 -0.3 -0.3
H -2.642497 -2.369506 4.728563 -0.7 -0.8 0.2
H 0.401783 -0.592296 4.714383 -0.3 0.2 -0.3
H 0.461093 -2.273066 5.072253 -0.1 -0.3 0.4
H -0.832357 -1.256716 5.800913 0.0 -0.1 0.2
H -2.719587 -5.253346 3.185273 -0.3 -0.7 0.4
H -4.039517 -4.921956 2.325993 0.0 0.6 -0.7
C 0.385043 -4.419096 0.400513 0.4 -0.3 -0.3
C 0.966553 -4.724666 1.796643 -2.5 -2.5 0.3
C 0.870533 -6.300416 2.172493 -2.1 1.4 -1.3
O 0.660173 -6.646106 3.525693 0.2 -0.9 0.3
C 0.213923 -8.045396 3.563883 0.2 1.5 0.3
N 2.324483 -4.483136 1.932893 2.4 1.1 0.3
H -0.561687 -4.893976 0.143033 -0.2 -0.2 0.5
H 1.058293 -4.743386 -0.393007 0.3 0.1 0.1
H 0.217403 -3.347686 0.290583 0.1 0.1 0.0
H 0.367623 -4.115206 2.473373 -0.4 -0.2 0.6
H 1.734963 -6.771936 1.705023 0.3 -0.2 0.3
H -0.024827 -6.676826 1.677793 -0.1 -0.1 -0.6
H -0.798187 -8.101036 3.163083 0.0 -0.1 -0.4
H 0.129823 -8.374076 4.599743 0.4 0.2 0.0
H 0.906783 -8.662616 2.991963 -0.1 -0.1 0.1
H 2.607573 -4.936616 2.789813 0.6 -0.6 0.0
H 2.540213 -3.536966 2.212733 0.2 0.8 -0.6
C 0.520823 3.702234 -0.896547 0.8 1.3 0.9
C 1.056273 4.536674 0.320763 0.0 0.3 -0.9
C 2.186233 5.498804 -0.054477 -1.2 -0.4 -2.2
O 3.322643 4.773284 -0.378427 1.4 -0.1 1.0
C 4.564943 5.505374 -0.483977 -1.5 -1.4 -0.3
N -0.035097 5.380854 0.828893 0.2 -1.1 0.6
H 0.088543 4.435264 -1.577657 0.0 0.0 -0.2
H -0.265497 2.998634 -0.623167 0.4 -0.1 0.1
H 1.378753 3.250244 -1.394307 -0.2 -0.3 0.0
H 1.537233 3.889624 1.054313 -0.7 -0.2 0.6
H 2.203243 6.342474 0.635473 0.9 -0.2 0.6
H 1.861423 5.905594 -1.012137 -0.3 0.8 -0.3
H 5.210373 4.702444 -0.840107 0.5 0.5 0.0
H 4.872293 5.868754 0.496633 0.1 0.3 -0.1
H 4.430393 6.265844 -1.253187 0.4 0.3 0.2
H 0.303223 5.849034 1.657413 -0.2 0.3 0.2
H -0.274907 6.079364 0.139923 0.0 0.1 -0.2
C -3.209557 6.328294 -5.231177 0.9 0.2 -1.5
C -4.470947 6.074104 -4.528467 -0.8 0.2 1.8
C -4.374997 4.790584 -3.717387 -0.4 -2.4 -1.0
O -3.428127 4.790234 -2.626877 0.2 0.0 -0.3
C -2.437807 3.742774 -2.651617 -0.6 -0.1 -0.9
N -4.749437 7.052874 -3.494097 0.0 0.2 0.5
H -3.369987 7.214084 -5.845787 0.4 0.1 -0.2
H -3.004337 5.484284 -5.889687 0.2 0.0 -0.3
H -2.334307 6.490344 -4.602077 -0.2 0.0 0.3
H -5.313427 6.125654 -5.218157 0.0 -0.9 -0.2
H -4.166547 4.007864 -4.446767 0.8 -0.3 -0.1
H -5.324477 4.387764 -3.364787 -0.3 0.8 0.6
H -1.560857 4.022564 -3.235377 0.1 0.3 -0.2
H -2.878637 2.868784 -3.131107 0.0 -0.2 0.0
H -2.069107 3.415664 -1.679427 -0.6 0.6 0.3
H -4.439447 7.976204 -3.761427 0.1 0.2 0.0
H -4.096537 6.670384 -2.825127 0.1 1.2 1.1
C 4.157883 -1.726546 -0.172937 0.7 0.4 -0.4
C 4.617113 -0.933456 1.057783 -0.7 1.3 0.4
C 4.371823 0.579414 0.947883 0.9 0.4 -1.2
O 4.960093 1.375894 1.993433 0.0 -1.7 0.2
C 4.694813 2.746054 1.889063 -0.7 -0.2 -0.7
N 3.798663 -1.460866 2.122633 0.2 -0.6 1.9
H 4.499433 -1.339426 -1.132927 0.0 0.4 0.0
H 3.068383 -1.756266 -0.187357 0.0 0.0 0.0
H 4.525603 -2.752396 -0.150027 -0.1 0.0 0.3
H 5.679553 -0.953556 1.300533 0.1 -0.9 -0.1
H 3.305213 0.741454 0.792363 -0.3 0.4 0.4
H 4.880323 0.857574 0.024753 0.0 0.4 -0.4
H 5.147313 3.307874 2.706193 -0.1 -0.3 0.1
H 3.609493 2.842494 1.859353 -0.2 0.6 0.3
H 5.050193 3.157034 0.944123 0.2 0.0 -0.2
H 4.144833 -1.190016 3.031973 0.6 0.0 0.2
H 2.891433 -1.017566 2.145153 -0.4 0.2 -0.6
C 3.545213 -0.580856 -4.836847 0.9 0.7 1.3
C 4.242543 -0.874536 -6.161967 -1.7 -0.9 1.2
C 5.274993 -2.002886 -6.055107 -0.6 -0.3 0.6
O 6.385143 -1.660166 -5.262447 0.3 -0.3 0.5
C 7.266193 -2.729156 -4.930087 1.1 0.1 -0.9
N 3.133983 -1.322196 -7.005417 0.8 0.8 -1.1
H 2.906733 0.302114 -4.865207 0.1 0.1 -0.4
H 4.292993 -0.394836 -4.065917 0.2 0.2 0.1
H 2.923173 -1.352656 -4.383537 0.0 -0.6 -0.7
H 4.649803 0.059014 -6.550167 0.2 -0.1 -0.2
H 5.469443 -2.391906 -7.054587 0.9 0.3 -0.4
H 4.776943 -2.857186 -5.596627 -0.4 -0.1 0.3
H 8.100403 -2.364826 -4.330527 -0.2 0.6 -0.1
H 7.713113 -3.107606 -5.849397 0.1 -0.1 -0.3
H 6.975423 -3.633366 -4.395317 -1.4 0.2 0.2
H 3.559973 -1.542526 -7.894287 -0.6 -0.4 -0.4
H 2.635083 -2.114546 -6.626747 0.3 -0.2 0.1
C 3.578843 -3.866666 -2.856747 -1.3 0.5 1.9
C 2.334293 -4.737716 -3.177317 0.8 0.3 -1.8
C 1.171353 -3.955626 -3.837247 -0.3 -0.2 0.2
O 1.420083 -3.579306 -5.199507 0.0 0.2 0.5
C 0.299013 -2.923696 -5.791447 0.8 0.7 -0.3
N 2.779643 -5.739936 -4.111327 -0.1 -1.4 -1.0
H 3.239973 -3.038266 -2.234637 0.0 0.7 -0.5
H 4.147133 -3.545406 -3.729637 -0.4 0.0 0.0
H 4.265033 -4.291816 -2.124287 0.1 -0.9 -0.3
H 1.888543 -5.361816 -2.402777 0.2 0.8 0.8
H 0.894793 -3.115326 -3.200447 0.5 0.8 -0.1
H 0.233453 -4.509556 -3.797177 0.1 -0.8 -0.2
H -0.326667 -3.573696 -6.403097 -0.4 -0.4 0.7
H 0.639753 -2.202286 -6.534127 0.5 0.1 0.0
H -0.178617 -2.270426 -5.061237 -0.6 -0.4 0.1
H 3.030733 -5.348686 -5.007977 -0.1 0.2 -0.1
H 3.610043 -6.193966 -3.758637 0.0 -0.1 0.1
C -7.895367 -7.094716 3.524873 1.1 -0.2 -0.4
C -6.692407 -6.231386 3.012423 -1.6 -0.3 0.4
C -7.129647 -5.113056 2.069973 0.5 -1.9 -2.2
O -5.917927 -4.789516 1.417433 1.4 1.6 -0.9
C -5.871297 -3.870746 0.296423 -0.6 -0.7 0.5
N -5.954527 -5.684776 4.112143 -0.3 -0.1 0.9
H -8.475527 -6.558816 4.276083 0.0 -0.2 0.0
H -7.451527 -8.018896 3.895023 0.1 0.3 0.9
H -8.530227 -7.545056 2.761823 -0.2 0.8 -0.4
H -6.037187 -6.930426 2.492673 0.0 0.3 -0.5
H -7.684137 -4.245386 2.427443 0.1 -0.1 0.5
H -7.694637 -5.658216 1.313873 -0.9 0.4 -0.2
H -6.275957 -2.882976 0.517033 0.0 0.1 0.3
H -6.418217 -4.266356 -0.559427 -0.2 -0.2 0.0
H -4.835677 -3.758756 -0.024567 0.0 -0.1 0.3
H -6.599327 -5.004446 4.488293 0.1 0.3 0.7
H -5.178517 -5.140596 3.763193 0.3 0.1 0.2
C -2.308387 0.819214 7.525813 0.8 -1.4 0.3
C -3.424457 1.756744 7.754963 -0.1 1.1 -0.3
C -3.104377 2.819554 8.845543 -1.4 -2.1 0.8
O -2.853487 2.062824 10.103543 -1.0 1.7 -0.4
C -2.976727 2.949394 11.264653 1.5 -0.9 -0.7
N -3.628467 2.444194 6.475773 -0.6 0.9 -0.1
H -1.486327 1.354234 7.050343 0.2 -0.2 0.0
H -2.697287 0.071834 6.834233 0.4 -0.1 -0.3
H -1.967497 0.270614 8.403843 0.1 0.1 0.2
H -4.331877 1.179484 7.932333 -0.1 0.3 0.6
H -3.984437 3.427954 9.053953 0.0 0.2 -0.3
H -2.308227 3.460204 8.466313 0.5 0.0 0.5
H -3.845837 3.585524 11.432253 -0.4 0.0 -1.0
H -2.068887 3.539914 11.141293 -0.1 0.6 0.8
H -2.940497 2.354244 12.177113 0.4 -0.3 -0.2
H -2.727927 2.684164 6.086493 0.3 0.2 0.0
H -3.989857 1.808264 5.779283 -0.3 -0.2 0.1
C 2.590893 -1.062586 7.421493 -0.2 -0.1 -0.1
C 1.793993 -1.457886 8.642833 -0.1 -2.1 -2.0
C 1.539073 -3.028786 8.546353 -1.3 0.6 1.4
O 0.308853 -3.354156 7.844673 1.2 0.8 -0.1
C -0.181707 -4.672046 7.877133 -0.2 -0.5 0.4
N 2.603623 -1.186846 9.812813 -1.2 0.3 1.0
H 3.612403 -1.374296 7.639343 0.2 0.4 -0.2
H 2.490483 0.007624 7.240713 0.4 0.0 -0.2
H 2.254453 -1.634096 6.556463 -0.1 0.3 -0.2
H 0.846543 -0.919436 8.665043 -0.3 -0.3 0.0
H 1.399033 -3.326146 9.585613 -0.2 -0.3 0.3
H 2.421933 -3.588056 8.236733 0.0 0.1 -0.7
H 0.253163 -5.384736 7.176373 0.3 0.4 -0.6
H -1.253587 -4.621726 7.685703 0.0 0.1 -0.2
H -0.080457 -5.197926 8.826503 0.2 0.4 0.6
H 1.959873 -1.447926 10.545973 0.2 -1.1 0.9
H 2.417823 -0.208576 9.981823 1.0 1.0 -0.3
C 6.572503 6.543924 -3.627987 -0.3 -0.9 -1.0
C 6.890623 5.527664 -4.817057 1.2 -0.9 2.8
C 6.696173 3.983844 -4.491707 -0.7 1.7 2.3
O 5.325923 3.767324 -4.073487 0.8 1.6 -0.3
C 5.044353 2.579854 -3.408757 -1.1 -1.5 -1.5
N 6.161473 5.894924 -5.945757 -1.3 0.3 -1.8
H 6.770093 7.573914 -3.924927 0.1 -0.1 -0.3
H 7.036003 6.398594 -2.652207 0.3 -0.5 -0.2
H 5.494963 6.467414 -3.482487 -0.1 0.0 0.2
H 7.934853 5.592554 -5.122787 0.3 0.2 0.4
H 7.229773 3.744724 -3.571827 0.9 -0.1 -0.3
H 7.047073 3.396024 -5.339897 -0.4 -0.3 -0.1
H 5.302243 2.278324 -2.393537 1.0 1.1 0.4
H 5.415773 1.802374 -4.076337 -0.1 -0.7 0.2
H 3.955893 2.524524 -3.391837 -0.1 -0.1 -0.2
H 6.414603 5.211004 -6.644517 0.0 0.2 -0.7
H 5.186073 5.684144 -5.789977 -0.5 0.2 0.2
C 0.732713 1.741894 -7.198327 2.1 -2.3 0.9
C -0.671747 1.987714 -7.494087 -1.6 0.8 -1.0
C -1.646517 1.904494 -6.310847 0.2 0.0 -0.4
O -1.628477 0.589694 -5.757997 -0.7 1.6 1.6
C -2.306117 -0.391516 -6.482037 1.8 -0.7 -0.9
N -0.756877 3.251734 -8.201807 -1.0 1.0 0.2
H 0.906683 0.667164 -7.145487 0.2 -0.3 0.2
H 1.128553 2.110364 -6.251947 -0.3 0.5 0.1
H 1.414903 2.053454 -7.989297 -0.2 0.3 -0.1
H -1.058387 1.306044 -8.251667 0.2 -0.6 0.1
H -2.647727 2.232084 -6.590777 -0.3 -0.4 -0.5
H -1.422377 2.646854 -5.544837 0.7 -0.3 0.4
H -2.228177 -1.308666 -5.898207 -0.4 0.1 0.1
H -1.609687 -0.519136 -7.310777 -0.6 -0.8 -0.8
H -3.313327 -0.228276 -6.865417 -0.1 0.5 0.4
H -0.393787 3.955504 -7.574927 0.1 0.4 0.0
H -0.053147 3.209194 -8.925027 -0.1 0.1 -0.3
C -0.570477 0.844794 1.247743 1.1 0.8 -1.4
C 0.021333 -0.439936 0.655253 -0.7 -1.2 1.4
C 0.648943 -0.393136 -0.722657 -0.7 1.0 1.0
O -0.292997 0.309154 -1.497467 0.1 -1.1 -0.2
C 0.202183 0.445984 -2.770737 -0.6 1.7 -2.2
N 0.911593 -1.046946 1.638493 0.7 0.5 1.1
H -1.135887 0.737054 2.173383 0.3 -0.3 -0.1
H -1.189957 1.368864 0.519943 -0.5 -0.5 -0.1
H 0.259543 1.548234 1.313683 0.2 0.2 0.8
H -0.850497 -1.094146 0.657283 -0.3 -0.4 -1.0
H 0.872063 -1.408856 -1.049217 -0.3 -0.3 -0.4
H 1.579633 0.163974 -0.830157 0.4 0.1 0.7
H 1.026383 1.152324 -2.870127 0.8 -0.1 0.6
H -0.538497 0.992814 -3.354227 -0.5 -0.4 -0.2
H 0.465043 -0.443506 -3.343287 -0.1 -0.5 0.4
H 1.389853 -1.913996 1.439513 -0.1 0.0 -1.1
H 0.345773 -1.333066 2.424683 -0.3 0.3 0.4
C -3.007317 5.886294 2.250693 -2.2 -1.5 -1.0
C -3.309987 4.330974 2.316603 0.8 1.3 -0.8
C -4.178737 3.783114 1.172153 -1.5 1.6 1.1
O -4.271477 2.360044 1.164503 -0.3 0.4 0.3
C -4.849257 1.828644 2.397043 1.6 -0.1 -0.4
N -2.063107 3.618914 2.254903 0.8 -1.1 -0.1
H -2.623197 6.165544 1.269583 0.9 -0.3 0.2
H -2.451757 6.252304 3.114113 -0.1 0.0 -0.3
H -3.993247 6.333844 2.125273 -0.2 0.5 0.9
H -3.875587 4.093354 3.217573 0.3 0.3 0.4
H -3.966567 4.264414 0.217463 0.8 -0.9 -0.4
H -5.147867 4.234704 1.384153 -0.8 -0.3 0.0
H -4.152087 2.067674 3.200113 -0.3 0.3 0.3
H -4.761537 0.744144 2.331823 -0.4 0.0 -0.3
H -5.875727 2.137954 2.594033 0.1 0.2 -0.2
H -1.325887 4.163344 1.830403 0.1 0.9 0.2
H -2.212767 2.978024 1.488773 0.2 -1.0 0.3
C 2.370113 5.110484 -4.267917 0.0 -0.9 -1.5
C 1.893273 6.422834 -4.868987 1.9 -0.5 1.0
C 0.865853 6.242214 -6.075547 0.0 -0.9 1.0
O 1.196183 5.183644 -7.050787 -1.1 1.5 1.3
C 2.249873 5.448374 -7.927347 1.1 0.7 0.5
N 1.461823 7.229914 -3.681177 -2.3 0.2 -1.9
H 3.160573 5.222204 -3.525767 -0.4 0.3 0.3
H 2.873343 4.558894 -5.062027 0.0 -0.4 -0.1
H 1.537173 4.485134 -3.946587 0.0 0.1 0.4
H 2.824763 6.875924 -5.208297 0.0 0.3 -0.8
H 0.543763 7.159584 -6.568277 0.7 0.3 -0.3
H -0.068417 5.911644 -5.621717 0.0 -0.4 0.1
H 2.348393 4.628894 -8.639277 0.1 -0.1 0.4
H 3.123203 5.628754 -7.300567 0.7 -0.7 -0.2
H 2.244373 6.374234 -8.502547 -1.0 0.3 -0.2
H 0.983413 7.973074 -4.169987 -0.5 0.8 0.7
H 2.158343 7.685834 -3.109257 0.7 -0.4 -0.4
C 1.554733 2.959934 4.129523 0.0 -0.3 1.4
C 0.376423 2.830594 5.144543 1.5 0.2 -1.0
C -0.055067 4.236654 5.653483 -0.6 -0.9 -0.7
O 1.010503 5.046284 6.149053 -0.8 0.1 0.0
C 0.453483 6.298614 6.579333 0.6 0.0 0.0
N -0.727397 2.038724 4.557313 -0.4 1.4 0.6
H 1.564963 3.983964 3.756213 0.6 -0.2 -0.2
H 1.610393 2.202614 3.347553 -0.6 0.1 -0.2
H 2.383393 2.673914 4.777313 0.8 0.9 -0.5
H 0.834533 2.408414 6.038973 -0.4 -0.7 0.1
H -0.835677 4.015234 6.381303 0.0 0.3 0.7
H -0.574117 4.808064 4.883953 0.0 0.0 -0.6
H -0.352507 6.632204 5.925733 -0.3 -0.2 0.0
H 1.186383 7.104004 6.531173 0.5 -0.3 -0.1
H 0.128623 6.263104 7.619193 -0.3 -0.2 0.0
H -1.072837 2.726024 3.902803 -1.4 0.7 -0.2
H -0.428697 1.454724 3.789313 1.0 -0.9 0.6
C 7.224853 -4.794176 3.290163 -0.3 -0.5 0.8
C 5.702093 -4.826166 3.071193 0.4 -1.0 -1.5
C 4.881423 -4.457186 4.281073 -0.2 0.6 0.4
O 3.625263 -5.148196 4.347763 -0.7 0.8 0.6
C 2.654873 -4.475376 5.237483 1.3 -0.6 -0.7
N 5.431023 -4.138496 1.778423 0.0 -0.4 0.9
H 7.796853 -5.307776 2.517413 -0.4 0.3 -0.4
H 7.505243 -5.331006 4.196413 -0.1 0.1 0.3
H 7.584543 -3.770276 3.391833 0.0 0.1 -0.1
H 5.339003 -5.835826 2.879223 0.6 -0.5 0.0
H 4.714953 -3.381216 4.229333 -0.1 0.3 0.3
H 5.410573 -4.713536 5.198893 0.3 0.2 0.1
H 3.145123 -3.619266 5.700973 -0.1 0.0 0.1
H 2.340313 -5.168376 6.017793 0.0 0.0 -0.2
H 1.803963 -4.134786 4.647513 -0.1 -0.1 0.0
H 5.208833 -3.168346 1.950293 -0.1 0.1 0.0
H 4.588253 -4.560286 1.415193 -0.3 0.3 -0.2
C -5.003097 -7.604646 -3.455517 0.0 0.4 -0.9
C -3.644577 -7.439226 -4.175427 -0.9 -0.9 -0.8
C -3.231457 -6.023676 -4.272987 0.9 1.8 0.4
O -4.067947 -5.357366 -5.190917 0.0 -0.7 -0.2
C -4.091257 -3.972636 -5.095697 -0.1 0.6 -0.2
N -2.649517 -8.293506 -3.616457 1.4 -1.0 1.6
H -5.172767 -8.640676 -3.162367 0.0 0.1 0.1
H -5.784287 -7.306166 -4.154627 -0.1 -0.2 -0.2
H -5.172817 -6.917746 -2.626387 0.6 -0.2 0.3
H -3.696177 -7.822576 -5.194477 -1.0 0.6 -0.6
H -2.183937 -5.840496 -4.512267 0.5 -0.7 -1.0
H -3.164767 -5.498576 -3.320137 -1.1 -0.1 0.7
H -4.482357 -3.582316 -6.035267 -0.3 0.0 0.1
H -3.115007 -3.500316 -4.986317 0.5 -0.2 0.1
H -4.703757 -3.640266 -4.257557 -0.2 0.1 0.1
H -1.758037 -8.247316 -4.088927 0.2 0.7 -0.1
H -2.898247 -9.251136 -3.819387 -0.4 -0.2 0.4
C -6.589817 2.271644 -1.542987 0.1 1.0 -0.5
C -6.138357 0.857734 -1.429077 -0.3 -0.9 -0.4
C -4.828117 0.519594 -2.172987 -0.9 -0.9 0.8
O -4.695287 -0.991306 -2.157767 -0.9 3.7 1.0
C -3.449337 -1.214906 -2.710667 0.0 -0.8 -0.5
N -6.184167 0.374124 -0.000687 0.6 0.2 -2.4
H -7.612657 2.395954 -1.187377 0.0 -0.1 -0.1
H -6.514187 2.570334 -2.588527 -0.4 0.1 -0.2
H -5.986447 3.020604 -1.030047 0.3 -0.3 0.4
H -6.809327 0.238834 -2.024777 -0.7 0.0 0.3
H -4.014467 1.098504 -1.736027 0.7 -0.8 0.7
H -4.788637 0.858894 -3.208077 -0.6 -0.2 -0.4
H -3.308007 -2.291636 -2.617017 0.7 0.0 0.0
H -2.719447 -0.574126 -2.215917 0.6 -0.5 -0.1
H -3.533747 -0.960166 -3.767117 0.6 0.0 -0.4
H -5.799187 -0.529296 -0.236757 0.0 -0.9 1.0
H -5.387597 0.874874 0.366493 0.1 0.1 0.6
```
Forces are in eV/Å.

## Properties
Calculated total energy ... -149396.8043 eV
HOMO level ... -8.627 eV
Energy relative to the best compared isomer or geometry (same formula, charge and spin) ... 212.1 kcal per mole
Net charge ... 0